{"formula": "C3H11NO3S2", "method": "wB97M-V/def2-TZVPD", "elements": ["N", "C", "O", "C", "C", "S", "S", "H", "H", "H", "H", "H", "H", "H", "O", "H", "H", "O", "H", "H"], "coordinates": [[0.268, -2.243, -0.111], [0.243, -1.036, -0.846], [1.275, -0.343, -0.797], [-0.885, -0.488, -1.831], [-1.178, 0.950, -1.322], [-0.053, 2.380, -1.615], [-0.025, 2.982, 0.357], [-0.679, -2.687, 0.130], [0.888, -2.123, 0.669], [-0.352, -0.663, -2.768], [-1.725, -1.197, -1.653], [-1.605, 0.888, -0.258], [-2.174, 1.425, -1.828], [1.115, 2.449, 0.701], [-0.475, -0.497, 2.321], [-0.948, -0.110, 3.073], [0.277, 0.026, 2.061], [1.938, 0.410, 1.535], [2.088, 0.427, 0.541], [2.005, -0.550, 1.641]], "orbital_gap_ha": 0.3441, "homo_energy_ev": -8.82, "total_energy_ev": -32591.894}



{"formula": "C34H58CrN4S", "method": "wB97M-V/def2-TZVPD", "elements": ["Cr", "C", "C", "C", "C", "C", "C", "C", "C", "C", "C", "C", "C", "C", "C", "C", "C", "C", "H", "H", "H", "H", "H", "H", "H", "H", "H", "H", "H", "H", "H", "H", "H", "H", "H", "H", "H", "H", "H", "H", "H", "H", "H", "H", "H", "H", "H", "C", "C", "N", "C", "C", "C", "C", "N", "H", "H", "H", "H", "H", "H", "H", "H", "H", "H", "H", "H", "H", "H", "C", "C", "C", "C", "C", "C", "C", "H", "H", "H", "H", "H", "H", "H", "C", "N", "C", "C", "N", "C", "S", "H", "H", "H", "H", "H", "H", "H", "H"], "coordinates": [[-0.517, -0.165, 0.341], [-0.928, -1.256, 2.300], [0.338, -0.640, 2.497], [0.113, 0.787, 2.383], [-1.265, 0.962, 2.122], [-1.947, -0.293, 2.123], [-3.424, -0.509, 2.392], [-4.270, -0.520, 1.113], [-3.926, 0.628, 3.296], [-3.627, -1.837, 3.134], [0.981, 2.026, 2.570], [0.917, 2.473, 4.040], [0.433, 3.191, 1.722], [2.431, 1.814, 2.130], [1.478, -1.480, 3.076], [1.954, -0.880, 4.407], [0.988, -2.903, 3.402], [2.657, -1.664, 2.116], [-1.126, -2.301, 2.443], [-1.774, 1.914, 2.127], [-4.127, 0.398, 0.544], [-5.321, -0.596, 1.382], [-4.018, -1.372, 0.486], [-4.006, 1.563, 2.745], [-3.255, 0.774, 4.139], [-4.912, 0.386, 3.683], [-3.396, -2.688, 2.498], [-4.664, -1.932, 3.448], [-2.999, -1.878, 4.022], [-0.119, 2.548, 4.366], [1.380, 3.451, 4.150], [1.428, 1.777, 4.695], [-0.483, 3.600, 2.139], [0.243, 2.876, 0.698], [1.164, 3.997, 1.708], [2.960, 1.138, 2.790], [2.964, 2.762, 2.141], [2.456, 1.409, 1.120], [1.103, -0.600, 5.025], [2.589, -0.014, 4.265], [2.535, -1.624, 4.947], [0.178, -2.890, 4.127], [1.813, -3.461, 3.840], [0.673, -3.436, 2.508], [3.080, -0.724, 1.782], [2.332, -2.226, 1.241], [3.438, -2.233, 2.615], [-3.869, 1.718, -3.392], [-3.166, 2.784, -2.551], [-1.718, 2.803, -2.681], [-1.168, 3.551, -3.802], [-0.867, 2.661, -5.011], [-0.912, 2.100, -1.858], [0.565, 2.315, -1.962], [-1.318, 1.272, -0.947], [-4.944, 1.801, -3.247], [-3.562, 0.717, -3.099], [-3.660, 1.847, -4.451], [-3.427, 2.649, -1.496], [-3.530, 3.770, -2.849], [-0.259, 4.069, -3.488], [-1.893, 4.315, -4.091], [-0.356, 1.753, -4.703], [-0.230, 3.189, -5.714], [-1.778, 2.372, -5.527], [0.958, 1.951, -2.907], [1.034, 1.748, -1.159], [0.822, 3.366, -1.848], [-2.329, 1.173, -0.905], [-1.312, -1.448, -1.135], [-0.700, -2.763, -0.968], [-1.204, -3.692, -0.049], [-0.623, -4.936, 0.094], [0.462, -5.296, -0.691], [0.957, -4.403, -1.631], [0.386, -3.154, -1.763], [-2.385, -1.511, -0.952], [-1.160, -1.090, -2.160], [-2.094, -3.441, 0.513], [-1.041, -5.645, 0.795], [0.895, -6.281, -0.599], [1.767, -4.712, -2.282], [0.732, -2.470, -2.527], [3.911, 1.694, -2.469], [3.707, 0.345, -2.909], [4.484, -0.212, -4.005], [4.280, -1.728, -3.847], [3.225, -1.794, -2.851], [3.028, -0.607, -2.249], [2.137, -0.383, -0.851], [4.979, 1.888, -2.358], [3.422, 1.816, -1.506], [3.503, 2.405, -3.190], [5.533, 0.090, -3.916], [4.101, 0.151, -4.966], [5.182, -2.236, -3.483], [3.961, -2.203, -4.777], [2.954, -2.662, -2.418]], "multiplicity": 2, "orbital_gap_ha": [0.2617, 0.2813], "homo_energy_ev": [-9.94, -9.93], "charge": 1, "total_energy_ev": -81410.666}



{"formula": "C28H48ClF8N2O7S2", "method": "wB97M-V/def2-TZVPD", "elements": ["C", "C", "N", "C", "C", "C", "S", "S", "C", "C", "C", "C", "C", "O", "C", "C", "C", "O", "C", "C", "C", "C", "C", "O", "C", "C", "O", "C", "C", "F", "F", "C", "F", "F", "C", "F", "F", "C", "F", "F", "N", "Cl", "H", "H", "H", "H", "H", "H", "H", "H", "H", "H", "H", "H", "H", "H", "H", "H", "H", "H", "H", "H", "H", "H", "H", "H", "H", "H", "H", "H", "H", "H", "H", "H", "H", "H", "H", "H", "H", "H", "H", "H", "H", "H", "C", "O", "C", "O", "O", "C", "H", "H", "H", "H", "H", "H"], "coordinates": [[-3.090, 2.679, 2.541], [-2.724, 3.670, 3.670], [-1.315, 3.734, 4.072], [-0.400, 4.109, 2.988], [-0.174, 5.641, 3.028], [-0.873, 2.701, 4.880], [0.502, 2.911, 5.736], [-1.739, 1.129, 5.119], [-0.998, 0.127, 3.774], [-1.604, -1.276, 3.785], [-1.149, -2.171, 2.621], [-1.991, -2.120, 1.316], [-2.934, -0.942, 1.118], [-2.325, 0.226, 0.612], [-1.677, 0.027, -0.629], [-2.659, -0.072, -1.816], [-2.461, 0.993, -2.904], [-3.605, 0.988, -3.757], [-0.591, -1.094, -0.548], [0.544, -0.503, 0.332], [1.759, -1.440, 0.550], [3.064, -0.585, 0.581], [4.123, -1.213, 1.524], [5.250, -1.744, 0.838], [0.000, -1.460, -1.928], [1.050, -0.489, -2.487], [0.642, 0.868, -2.460], [1.699, 1.785, -2.274], [1.840, 2.784, -3.410], [2.951, 3.484, -3.130], [2.084, 2.179, -4.572], [0.671, 3.817, -3.510], [1.070, 4.908, -2.852], [-0.438, 3.402, -2.898], [0.373, 4.286, -4.959], [1.480, 4.659, -5.550], [-0.375, 5.396, -4.835], [-0.461, 3.288, -5.807], [-0.518, 2.063, -5.251], [0.076, 3.202, -7.012], [-1.104, -2.350, 0.100], [-2.027, -3.374, -0.996], [-3.687, 1.849, 2.915], [-2.211, 2.293, 2.036], [-3.715, 3.209, 1.822], [-3.290, 3.395, 4.558], [-3.095, 4.657, 3.400], [-0.779, 3.893, 1.984], [0.583, 3.654, 3.075], [-1.154, 6.115, 2.965], [0.340, 5.902, 2.101], [0.384, 5.941, 3.907], [-1.141, 0.647, 2.828], [0.069, 0.037, 3.985], [-1.227, -1.750, 4.693], [-2.685, -1.257, 3.921], [-0.087, -1.982, 2.465], [-1.201, -3.196, 2.991], [-2.633, -2.993, 1.361], [-3.507, -0.693, 2.004], [-3.674, -1.264, 0.368], [-1.093, 0.931, -0.782], [-2.703, -1.041, -2.309], [-3.661, 0.099, -1.405], [-2.360, 2.001, -2.502], [-1.639, 0.689, -3.544], [-4.404, 0.853, -3.232], [0.863, 0.452, -0.062], [0.157, -0.268, 1.323], [1.907, -2.175, -0.245], [1.750, -1.970, 1.501], [3.535, -0.533, -0.401], [2.866, 0.414, 0.968], [4.515, -0.477, 2.225], [3.702, -2.021, 2.134], [5.045, -1.909, -0.089], [-0.745, -1.621, -2.703], [0.519, -2.415, -1.809], [1.183, -0.765, -3.539], [2.015, -0.675, -2.013], [2.682, 1.338, -2.115], [1.478, 2.374, -1.374], [-1.483, 3.656, -5.889], [-0.352, -2.970, 0.426], [0.109, -7.230, -0.666], [0.937, -6.154, -0.208], [2.254, -6.393, -0.299], [2.761, -7.394, -0.719], [2.896, -5.311, 0.161], [4.326, -5.417, 0.130], [-0.925, -6.915, -0.544], [0.290, -7.433, -1.720], [0.273, -8.127, -0.073], [4.679, -5.548, -0.892], [4.663, -6.240, 0.756], [4.724, -4.486, 0.526]], "orbital_gap_ha": 0.2178, "homo_energy_ev": -10.20, "charge": 1, "total_energy_ev": -103049.974}



{"formula": "C5H10O", "method": "wB97M-V/def2-TZVPD", "elements": ["C", "C", "C", "O", "C", "C", "H", "H", "H", "H", "H", "H", "H", "H", "H", "H"], "coordinates": [[0.253, -0.921, -1.421], [0.455, 0.372, -0.510], [-1.422, 0.054, 1.921], [2.721, -1.192, -0.071], [-1.626, 0.934, 0.857], [-0.755, 1.196, -0.288], [1.149, -1.565, -1.343], [0.164, -0.539, -2.498], [-0.630, -1.490, -1.040], [1.253, 0.934, -0.975], [0.896, 0.055, 0.466], [-0.376, -0.336, 2.093], [-2.189, 0.015, 2.695], [-1.030, 2.166, -0.809], [-2.530, 1.560, 0.840], [3.665, -1.244, 0.084]], "multiplicity": 2, "orbital_gap_ha": [0.2376, 0.2127], "homo_energy_ev": [-2.55, -2.54], "charge": -1, "total_energy_ev": -7391.825}



{"formula": "As2BrCuF12", "method": "wB97M-V/def2-TZVPD", "elements": ["Cu", "As", "F", "F", "F", "F", "F", "F", "As", "F", "F", "F", "F", "F", "F", "Br"], "coordinates": [[28.926, -23.562, -8.507], [27.713, -27.148, -9.691], [28.952, -27.522, -10.855], [28.774, -27.706, -8.452], [26.484, -26.718, -8.577], [26.775, -26.493, -10.990], [26.983, -28.712, -9.871], [28.420, -25.520, -9.466], [25.301, -22.246, -8.899], [24.902, -23.342, -10.175], [25.378, -20.965, -10.067], [25.769, -21.150, -7.649], [25.257, -23.515, -7.755], [27.012, -22.639, -9.219], [23.616, -21.909, -8.643], [28.511, -24.455, -5.902]], "orbital_gap_ha": 0.2630, "homo_energy_ev": -2.52, "charge": -2, "total_energy_ev": -268979.774}